[1]
Molecular formula: C5H9NO
Method: DFT, wB97M-V/def2-TZVPD

Last column: natural (NBO) charge in e.
Atoms and positions in Å:
C 2.09 -0.17 0.16  -0.6040
C 0.67 0.34 0.43  -0.4381
C -0.33 -0.06 -0.67  0.1185
O -0.10 -1.36 -1.20  -0.7108
C -1.81 -0.03 -0.21  -0.5330
C -2.17 1.07 0.70  0.2843
N -2.45 1.90 1.44  -0.3283
H 2.47 0.18 -0.81  0.2143
H 2.77 0.19 0.94  0.2208
H 2.16 -1.26 0.17  0.1909
H 0.68 1.43 0.49  0.2270
H 0.32 -0.02 1.41  0.2043
H -0.21 0.63 -1.52  0.1756
H 0.39 -1.87 -0.55  0.4687
H -2.02 -0.97 0.31  0.2532
H -2.46 0.01 -1.09  0.2565

Output
Maximum force, eV/A: 1.08
SMILES: CC[C@@H](O)CC#N
Frontier orbital gap, eV: 11.549
Relative energy (zero: lowest compared OMol25 entry of this formula, charge and spin), kcal per mole: 25.66


[2]
Molecular formula: C48H53AsN4PPbS4Si
Method: DFT, wB97M-V/def2-TZVPD

Last column: Löwdin charge in e.
Atoms and positions in Å:
Pb 0.54 0.15 -1.05  0.7918
S 3.83 0.82 -3.71  -0.1411
As 2.20 2.04 -3.25  -0.4755
S 2.04 2.09 -0.93  0.0845
S 0.27 0.94 -3.55  0.0293
S 2.06 4.02 -3.88  -0.1743
C -1.59 0.55 -0.64  -0.3806
Si -3.02 -0.60 -0.90  0.6277
C -2.81 -2.22 0.05  -0.2225
N -1.56 -2.92 -0.19  -0.2084
C -0.70 -3.30 0.91  -0.2071
C -0.83 -4.78 1.27  -0.1758
C -0.62 -5.64 0.03  -0.2053
C -1.61 -5.23 -1.06  -0.1782
C -1.44 -3.74 -1.37  -0.1762
C -4.48 0.29 -0.11  -0.2239
C -4.48 0.57 1.26  -0.0981
C -5.55 1.20 1.88  -0.0933
C -6.66 1.57 1.13  -0.1035
C -6.69 1.30 -0.23  -0.0947
C -5.61 0.67 -0.84  -0.0847
C -3.44 -0.90 -2.70  -0.2505
C -3.10 0.04 -3.67  -0.1118
C -3.41 -0.17 -5.01  -0.0757
C -4.08 -1.32 -5.40  -0.0935
C -4.44 -2.26 -4.44  -0.0939
C -4.12 -2.06 -3.11  -0.1182
H -1.59 0.92 0.39  -0.0302
H -1.71 1.43 -1.28  0.0026
H -3.68 -2.87 -0.13  0.0854
H -2.88 -1.95 1.11  0.0824
H -0.92 -2.67 1.77  0.1106
H 0.34 -3.09 0.62  0.0925
H -1.83 -4.96 1.68  0.1134
H -0.11 -5.05 2.06  0.0982
H -0.72 -6.70 0.28  0.1034
H 0.40 -5.50 -0.34  0.1125
H -2.63 -5.42 -0.71  0.1095
H -1.45 -5.82 -1.96  0.1080
H -2.17 -3.42 -2.11  0.0988
H -0.45 -3.60 -1.82  0.1102
H -3.61 0.32 1.86  0.0836
H -5.51 1.42 2.94  0.0968
H -7.50 2.06 1.61  0.0951
H -7.55 1.59 -0.82  0.0972
H -5.65 0.47 -1.90  0.0965
H -2.56 0.93 -3.40  0.0596
H -3.11 0.57 -5.75  0.1068
H -4.32 -1.48 -6.44  0.0969
H -4.97 -3.16 -4.74  0.0964
H -4.41 -2.81 -2.38  0.0940
C 1.51 -2.15 6.00  -0.0982
C 2.09 -0.92 5.74  -0.0879
C 2.30 -0.50 4.43  -0.0946
C 1.91 -1.29 3.35  -0.3486
C 1.35 -2.54 3.63  -0.1074
C 1.15 -2.96 4.93  -0.0820
P 2.05 -0.71 1.61  1.0726
C 3.32 0.59 1.76  -0.4096
C 2.89 1.84 2.19  -0.1798
C 3.79 2.88 2.35  -0.0872
C 5.12 2.69 2.02  -0.0822
C 5.55 1.46 1.56  -0.0719
C 4.66 0.41 1.44  -0.0661
C 2.89 -2.11 0.79  -0.3327
C 3.76 -2.87 1.53  -0.1053
C 4.45 -3.96 0.97  -0.0746
C 4.24 -4.27 -0.34  -0.0380
C 3.35 -3.52 -1.14  -0.1631
C 3.18 -3.89 -2.49  -0.0400
C 2.35 -3.18 -3.30  -0.0659
C 1.64 -2.08 -2.77  -0.1878
C 1.76 -1.69 -1.46  -0.2634
C 2.64 -2.40 -0.59  -0.1871
H 1.36 -2.48 7.02  0.0964
H 2.40 -0.28 6.56  0.1014
H 2.77 0.46 4.26  0.0903
H 1.08 -3.20 2.82  0.0753
H 0.70 -3.94 5.11  0.1012
H 1.83 2.00 2.38  0.0747
H 3.44 3.85 2.68  0.0921
H 5.82 3.52 2.10  0.0993
H 6.59 1.32 1.27  0.1022
H 5.00 -0.55 1.05  0.1021
H 3.93 -2.62 2.57  0.1076
H 5.13 -4.54 1.58  0.1003
H 4.75 -5.11 -0.80  0.1091
H 3.75 -4.73 -2.87  0.1078
H 2.23 -3.42 -4.35  0.1084
H 1.01 -1.51 -3.45  0.0221
C 0.02 6.12 2.08  -0.1667
C 0.67 5.23 1.03  -0.1932
N -0.03 3.97 1.02  0.0646
C -0.37 3.30 2.17  -0.4012
N -0.64 2.05 2.08  0.0572
C -1.06 1.35 3.28  -0.2397
C -0.40 1.91 4.53  -0.1692
C -0.69 3.40 4.60  -0.1633
N -0.41 4.05 3.33  -0.0416
C 0.10 5.41 3.41  -0.1755
H -1.03 6.27 1.80  0.1193
H 0.50 7.09 2.14  0.1125
H 1.74 5.11 1.26  0.1096
H 0.61 5.67 0.03  0.1253
H 0.26 3.33 0.28  0.0282
H -0.83 0.29 3.16  0.0957
H -2.16 1.42 3.39  0.1016
H 0.68 1.76 4.46  0.0911
H -0.75 1.41 5.43  0.1134
H -0.06 3.87 5.37  0.1161
H -1.74 3.57 4.89  0.1220
H 1.14 5.40 3.76  0.1204
H -0.48 5.94 4.18  0.1179

Output
Maximum force, eV/A: 0.89
Frontier orbital gap, eV: 6.368
Net charge: -1
Relative energy (zero: lowest compared OMol25 entry of this formula, charge and spin), kcal per mole: 21.01


[3]
Molecular formula: C35H88F6NO39S13V
Method: DFT, wB97M-V/def2-TZVPD

Last column: Löwdin charge in e.
Atoms and positions in Å:
O -18.33 -3.92 -7.08  -0.2871
V -17.81 -2.48 -6.68  0.8303
O -18.62 -1.33 -7.31  -0.2833
C -13.83 -2.77 -5.29  -0.6766
F -14.45 -2.01 -4.35  0.1280
F -13.27 -2.03 -6.14  0.2050
F -13.04 -3.69 -4.77  0.1696
S -15.07 -3.86 -6.25  0.8328
O -14.48 -5.18 -6.67  -0.2733
O -16.16 -4.08 -5.25  -0.3435
N -15.87 -2.84 -7.55  -0.3308
S -15.21 -3.51 -8.74  0.5611
O -13.77 -3.56 -8.66  -0.2902
O -15.88 -4.80 -9.06  -0.2972
C -15.64 -2.22 -10.18  -0.6781
F -16.84 -2.42 -10.56  0.1834
F -15.73 -0.98 -9.68  0.1179
F -14.72 -2.19 -11.11  0.1753
O -13.68 -5.69 0.27  -0.3217
S -14.05 -6.11 -1.11  0.6889
O -15.45 -5.98 -1.47  -0.2804
O -13.05 -5.32 -2.21  -0.2915
C -11.81 -4.76 -1.80  -0.2825
C -12.01 -3.35 -1.33  -0.0588
C -13.42 -7.77 -1.38  -0.1150
H -11.28 -4.82 -2.75  0.1054
H -11.30 -5.53 -1.22  0.1225
H -12.30 -2.61 -2.07  0.0541
H -11.16 -2.97 -0.76  0.0920
H -12.83 -3.52 -0.64  0.0693
H -12.36 -7.85 -1.15  0.0708
H -13.66 -7.93 -2.43  0.0411
H -13.86 -8.53 -0.74  0.0844
O -19.18 -4.49 -2.98  -0.2604
S -18.84 -3.07 -3.24  0.7734
O -18.49 -2.62 -4.60  -0.3709
O -19.87 -2.07 -2.41  -0.2425
C -19.88 -0.68 -2.78  -0.2459
C -20.77 0.23 -1.92  -0.0540
C -17.32 -2.76 -2.24  -0.0628
H -20.33 -0.73 -3.77  0.1231
H -18.89 -0.21 -2.73  0.1098
H -21.79 -0.12 -1.76  0.0814
H -20.84 1.23 -2.36  0.0824
H -20.35 0.46 -0.94  0.0747
H -16.60 -3.52 -2.53  0.0630
H -17.62 -2.79 -1.19  0.0833
H -16.92 -1.78 -2.50  0.0325
O -16.62 -8.51 -15.82  -0.3045
S -15.44 -7.74 -15.53  0.6767
O -14.83 -7.08 -16.67  -0.2876
O -15.97 -6.67 -14.36  -0.2910
C -16.58 -7.10 -13.18  -0.2881
C -15.80 -6.40 -12.10  -0.0605
C -14.25 -8.78 -14.45  -0.0747
H -16.48 -8.18 -13.04  0.1222
H -17.58 -6.67 -13.25  0.1094
H -14.81 -6.80 -11.87  0.0765
H -16.41 -6.36 -11.20  0.0499
H -15.68 -5.34 -12.32  0.0814
H -13.34 -8.99 -15.01  0.0559
H -14.75 -9.73 -14.29  0.0605
H -13.89 -8.29 -13.55  0.0535
O -11.28 -0.22 -5.00  -0.3141
S -10.51 -0.31 -3.73  0.6999
O -11.03 0.15 -2.48  -0.2739
O -10.04 -1.96 -3.52  -0.3119
C -9.25 -2.71 -4.49  -0.2418
C -9.83 -2.80 -5.91  -0.0682
C -8.81 0.19 -4.01  -0.1148
H -9.32 -3.75 -4.16  0.1063
H -8.21 -2.41 -4.33  0.1131
H -9.75 -1.82 -6.38  0.0692
H -10.83 -3.21 -6.08  0.0652
H -9.21 -3.55 -6.39  0.0782
H -8.53 -0.32 -4.94  0.0603
H -8.17 -0.10 -3.17  0.0872
H -8.74 1.25 -4.21  0.0783
O -12.84 -8.93 -10.28  -0.3129
S -11.60 -8.75 -9.48  0.7174
O -10.30 -8.29 -10.18  -0.3566
O -11.89 -7.84 -8.16  -0.2987
C -10.87 -6.91 -7.63  -0.2314
C -11.02 -6.86 -6.15  -0.0607
C -11.25 -10.25 -8.47  -0.0993
H -11.14 -5.92 -8.00  0.0958
H -9.91 -7.32 -7.95  0.1135
H -10.65 -7.75 -5.63  0.0820
H -12.09 -6.76 -5.92  0.0803
H -10.64 -5.95 -5.68  0.0647
H -10.79 -11.06 -9.04  0.0678
H -12.26 -10.59 -8.22  0.0605
H -10.73 -10.01 -7.55  0.0637
O -11.22 1.00 -11.47  -0.2820
S -12.57 1.41 -11.36  0.6492
O -13.11 1.73 -10.01  -0.3155
O -12.72 2.79 -12.22  -0.2739
C -11.92 3.85 -11.72  -0.2698
C -11.18 4.63 -12.89  -0.0482
C -13.69 0.41 -12.34  -0.0849
H -11.21 3.53 -10.96  0.1077
H -12.62 4.54 -11.26  0.1138
H -11.93 4.99 -13.59  0.0688
H -10.53 3.93 -13.39  0.0688
H -10.60 5.52 -12.63  0.0706
H -14.56 0.18 -11.73  0.0446
H -13.10 -0.51 -12.40  0.0731
H -14.03 0.99 -13.20  0.0737
O -16.64 0.68 -13.62  -0.2993
S -17.52 -0.47 -13.74  0.6985
O -16.92 -1.85 -13.79  -0.3105
O -18.86 -0.39 -12.80  -0.2821
C -19.23 0.89 -12.34  -0.2728
C -18.59 0.97 -10.96  -0.0767
C -18.45 -0.37 -15.37  -0.0848
H -20.31 0.94 -12.22  0.1290
H -18.85 1.75 -12.89  0.1185
H -19.27 1.49 -10.28  0.0737
H -17.68 1.52 -10.73  0.0807
H -18.46 0.00 -10.49  0.0705
H -19.06 -1.27 -15.44  0.0654
H -17.72 -0.16 -16.15  0.0665
H -19.07 0.53 -15.35  0.0563
O -21.24 -6.37 -10.53  -0.2996
S -19.82 -6.32 -10.85  0.7045
O -18.98 -7.49 -10.89  -0.2909
O -19.70 -5.61 -12.43  -0.2742
C -20.09 -4.23 -12.57  -0.2854
C -21.26 -4.23 -13.56  -0.0726
C -19.06 -5.06 -9.71  -0.1143
H -19.27 -3.65 -13.00  0.1106
H -20.51 -3.76 -11.68  0.1078
H -21.50 -3.19 -13.81  0.0682
H -22.18 -4.59 -13.11  0.0793
H -20.96 -4.77 -14.45  0.0833
H -18.15 -4.66 -10.16  0.0358
H -18.78 -5.54 -8.77  0.0496
H -19.62 -4.13 -9.63  0.0624
O -16.60 -0.83 -5.58  -0.3707
S -16.27 0.40 -4.85  0.7192
O -17.14 1.54 -4.70  -0.2535
O -15.88 -0.10 -3.34  -0.3175
C -15.18 0.70 -2.36  -0.2031
C -14.64 -0.18 -1.14  -0.0317
C -14.65 0.93 -5.70  -0.0357
H -15.68 1.58 -1.96  0.1196
H -14.25 1.05 -2.80  0.1053
H -13.99 -0.98 -1.51  0.0532
H -15.42 -0.58 -0.49  0.0720
H -13.94 0.42 -0.56  0.0806
H -14.29 1.94 -5.50  0.0781
H -15.11 0.97 -6.69  0.0647
H -13.90 0.14 -5.70  0.0365
O -17.63 -9.57 -4.65  -0.3128
S -16.58 -8.55 -4.41  0.7156
O -15.39 -8.84 -3.56  -0.3366
O -15.97 -8.09 -5.84  -0.2676
C -16.78 -8.07 -6.99  -0.2678
C -15.93 -8.30 -8.28  -0.0226
C -17.31 -6.96 -3.84  -0.1117
H -17.24 -7.08 -6.99  0.1062
H -17.63 -8.75 -6.88  0.1110
H -15.34 -7.41 -8.47  0.0597
H -16.65 -8.39 -9.09  0.0713
H -15.33 -9.21 -8.19  0.0770
H -17.98 -7.04 -2.99  0.0738
H -18.03 -6.79 -4.64  0.0596
H -16.57 -6.16 -3.79  0.0413
O -8.05 -2.99 -13.66  -0.3173
S -9.43 -2.54 -13.37  0.6802
O -10.54 -3.12 -14.06  -0.2871
O -9.68 -2.73 -11.69  -0.2592
C -9.33 -3.92 -10.98  -0.2856
C -10.20 -4.14 -9.72  -0.0658
C -9.56 -0.75 -13.49  -0.1102
H -8.33 -3.91 -10.57  0.1119
H -9.33 -4.89 -11.48  0.1231
H -9.67 -4.90 -9.16  0.0625
H -11.24 -4.37 -9.92  0.0821
H -10.01 -3.23 -9.15  0.0700
H -8.66 -0.38 -13.01  0.0746
H -10.42 -0.48 -12.87  0.0241
H -9.67 -0.45 -14.54  0.0823

Output
Maximum force, eV/A: 7.40
Frontier orbital gap, eV: 8.534
Relative energy (zero: lowest compared OMol25 entry of this formula, charge and spin), kcal per mole: 180.19


[4]
Molecular formula: C4H9BrO2
Method: DFT, wB97M-V/def2-TZVPD

Last column: natural (NBO) charge in e.
Atoms and positions in Å:
C -1.04 0.99 -1.42  -0.6579
C -0.33 0.59 1.23  -0.6497
C -0.46 -1.39 -0.32  -0.6394
C -0.94 0.04 -0.10  0.2680
O -2.32 -0.43 0.13  -0.6470
O -4.83 -0.29 0.86  -0.8153
Br -3.79 0.75 0.00  1.1096
H -0.31 0.90 -2.26  0.2300
H -1.89 0.56 -1.89  0.2204
H -1.05 2.01 -1.21  0.2151
H -0.69 -0.24 1.94  0.2329
H -0.67 1.59 1.50  0.2183
H 0.81 0.59 1.29  0.2259
H -1.13 -1.98 0.30  0.2464
H -0.60 -1.81 -1.34  0.2236
H 0.53 -1.70 0.04  0.2190

Output
Maximum force, eV/A: 3.28
Frontier orbital gap, eV: 8.622
Relative energy (zero: lowest compared OMol25 entry of this formula, charge and spin), kcal per mole: 140.09


[5]
Molecular formula: C34H58N2O17V
Method: DFT, wB97M-V/def2-TZVPD

Last column: Mulliken spin population.
Atoms and positions in Å:
V 2.03 0.40 2.14  2.8393
C -0.76 -0.72 -0.69  0.0093
C 0.25 -0.26 0.33  -0.1053
O 1.43 0.08 0.01  0.0326
O -0.03 -0.27 1.56  0.0936
H -1.62 -0.07 -0.55  0.0023
H -1.11 -1.74 -0.51  0.0033
H -0.42 -0.63 -1.72  -0.0006
C 0.04 0.06 4.76  -0.0277
C 1.48 -0.11 5.24  0.0075
O 2.34 0.43 4.30  0.0052
H -0.09 -0.36 3.76  0.0440
H -0.27 1.10 4.80  -0.0032
H -0.70 -0.43 5.41  0.0008
H 1.77 -1.15 5.46  -0.0043
H 1.57 0.48 6.17  0.0016
C 3.56 -3.43 3.39  0.0017
C 3.32 -2.71 2.08  0.0120
O 3.15 -1.49 2.11  0.0016
N 3.41 -3.42 0.95  0.0032
C 3.15 -2.87 -0.37  0.0046
H 2.89 -4.28 3.51  -0.0002
H 3.36 -2.76 4.23  0.0000
H 4.60 -3.71 3.53  0.0003
H 3.80 -4.35 0.98  -0.0004
H 2.12 -3.04 -0.65  -0.0009
H 3.88 -3.24 -1.08  -0.0001
H 3.32 -1.79 -0.36  0.0037
C 2.20 0.52 -2.95  -0.0020
C 1.58 -0.22 -4.12  -0.0005
O 0.61 0.27 -4.69  0.0001
N 2.06 -1.42 -4.49  0.0000
C 3.30 -2.04 -4.04  0.0000
H 2.74 -0.09 -2.24  0.0013
H 1.38 0.93 -2.37  -0.0006
H 2.78 1.37 -3.32  0.0000
H 1.43 -1.90 -5.12  0.0000
H 3.19 -3.09 -4.30  0.0000
H 3.43 -1.95 -2.97  0.0001
H 4.16 -1.66 -4.59  0.0000
O -6.50 -1.60 0.14  0.0000
C -5.79 -0.64 0.23  -0.0001
O -6.33 0.55 0.59  0.0000
C -5.34 1.54 0.89  0.0001
C -3.99 0.77 0.91  0.0017
C -4.28 -0.55 0.17  0.0000
H -5.55 1.97 1.87  0.0000
H -5.36 2.27 0.08  -0.0001
H -3.61 0.63 1.92  0.0007
H -3.22 1.29 0.34  -0.0005
H -3.82 -1.45 0.57  -0.0002
H -4.05 -0.43 -0.89  -0.0012
O -2.49 5.85 -3.30  0.0000
C -1.77 4.93 -3.06  0.0000
O -0.77 4.58 -3.89  0.0000
C -0.04 3.46 -3.37  0.0001
C -0.93 2.85 -2.30  -0.0013
C -1.82 4.01 -1.87  -0.0001
H 0.87 3.92 -2.98  0.0000
H 0.31 2.77 -4.15  0.0000
H -0.33 2.30 -1.57  0.0004
H -1.52 2.05 -2.78  -0.0001
H -1.39 4.48 -0.98  0.0001
H -2.84 3.75 -1.60  0.0000
O -2.79 0.32 3.57  -0.0001
C -3.08 -0.63 2.90  -0.0004
O -4.33 -0.81 2.43  -0.0001
C -4.41 -1.91 1.52  0.0010
C -3.01 -2.57 1.51  0.0002
C -2.16 -1.74 2.43  0.0014
H -4.69 -1.47 0.56  -0.0002
H -5.20 -2.64 1.75  0.0000
H -2.61 -2.64 0.50  0.0003
H -3.13 -3.60 1.86  -0.0001
H -1.26 -1.26 2.04  0.0210
H -1.92 -2.34 3.31  -0.0003
O 1.04 2.32 2.27  -0.0322
C 0.13 3.07 2.42  0.0157
O 0.21 4.36 2.06  0.0024
C -1.01 5.04 2.41  -0.0001
C -2.06 3.94 2.39  0.0001
C -1.27 2.75 2.93  0.0043
H -1.30 5.81 1.70  0.0000
H -0.89 5.48 3.40  0.0000
H -2.45 3.68 1.41  0.0003
H -2.84 4.26 3.09  -0.0002
H -1.65 1.79 2.57  0.0067
H -1.29 2.69 4.02  0.0004
O 3.88 1.19 1.14  0.0289
C 4.83 0.93 0.45  0.0235
O 5.58 -0.19 0.62  0.0045
C 6.67 -0.23 -0.29  0.0004
C 6.20 0.68 -1.41  0.0012
C 5.45 1.78 -0.67  -0.0008
H 6.84 -1.24 -0.68  0.0002
H 7.59 0.14 0.18  0.0003
H 5.60 0.18 -2.17  -0.0003
H 7.06 1.12 -1.92  0.0000
H 4.63 2.22 -1.23  -0.0007
H 6.16 2.46 -0.22  0.0009
O -3.65 -3.21 -1.20  0.0001
C -2.82 -3.02 -2.04  -0.0001
O -1.72 -3.82 -2.06  0.0001
C -0.82 -3.36 -3.08  0.0003
C -1.68 -2.58 -4.07  0.0000
C -2.73 -1.96 -3.14  -0.0003
H -0.30 -4.20 -3.53  0.0000
H -0.13 -2.67 -2.59  -0.0005
H -2.18 -3.22 -4.80  0.0000
H -1.07 -1.86 -4.61  0.0000
H -3.75 -1.85 -3.51  -0.0001
H -2.46 -0.98 -2.76  0.0006

Output
Maximum force, eV/A: 17.93
Frontier orbital gap (alpha / beta), eV: 6.147 / 6.407
<S²>: 3.75
Spin multiplicity: 4


[6]
Molecular formula: C5H10O2
Method: DFT, wB97M-V/def2-TZVPD

Last column: natural (NBO) charge in e.
Atoms and positions in Å:
C -0.04 2.13 -1.03  -0.6401
C 0.68 0.82 -1.09  -0.2497
C 0.12 -0.31 -0.68  0.2489
O -1.17 -0.32 -0.17  -0.6947
C 0.76 -1.65 -0.74  -0.2463
C 1.55 -2.19 0.17  -0.3603
H -1.04 2.09 -0.61  0.2221
H 0.57 2.83 -0.46  0.2125
H -0.10 2.63 -2.00  0.2117
H 1.71 0.89 -1.40  0.2118
H -1.21 -1.05 0.44  0.4780
H 0.38 -2.24 -1.58  0.2065
H 1.89 -1.60 1.02  0.1948
H 1.93 -3.19 0.26  0.2047
H -1.79 0.33 2.13  0.4649
H -1.70 1.76 2.59  0.4676
O -1.28 0.90 2.71  -0.9325

Output
Maximum force, eV/A: 1.78
SMILES: C=C/C(O)=C/C.O
Frontier orbital gap, eV: 9.394
Relative energy (zero: lowest compared OMol25 entry of this formula, charge and spin), kcal per mole: 57.23